Computed, not measured: a 6-piece molecular cluster, C30H76N4O10 overall, with ωB97M-V with the def2-TZVPD basis set.

Properties
**SMILES string**: COCCNCCOC.COCCNCCOC.COCCNCCOC.COCCNCCOC.CC(C)O.CC(C)O
**Total charge**: 0
**Energy above the lowest of the compared OMol25 structures with the same formula, charge and spin**: 146.0 kcal per mole
**Electronic energy**: -2159.57633 a.u.

```
120
C30H76N4O10 (ωB97M-V with the def2-TZVPD basis set)
C 4.593 0.468 1.921
O 3.206 0.193 1.495
C 2.234 -0.414 2.350
C 1.017 0.353 2.581
N 0.191 -0.235 3.678
C -1.008 0.581 3.818
C -1.787 -0.036 4.983
O -2.953 0.688 5.246
C -2.663 1.671 6.220
H 5.174 0.855 1.090
H 5.079 -0.429 2.267
H 4.683 1.153 2.794
H 2.730 -0.596 3.311
H 1.990 -1.389 1.923
H 0.549 0.372 1.543
H 1.359 1.355 2.747
H -0.135 -1.236 3.589
H -1.566 0.388 2.883
H -0.802 1.662 3.935
H -1.097 -0.092 5.849
H -2.110 -1.063 4.790
H -3.520 2.307 6.294
H -1.898 2.409 5.835
H -2.263 1.435 7.257
C -0.925 -3.593 4.761
O -1.213 -3.027 3.471
C -0.055 -3.362 2.677
C -0.227 -2.816 1.267
N 0.871 -3.392 0.472
C 0.783 -2.888 -0.833
C 0.738 -1.334 -1.111
O 0.399 -1.098 -2.435
C 0.174 0.277 -2.605
H 0.023 -3.232 5.255
H -0.876 -4.679 4.724
H -1.657 -3.289 5.506
H 0.179 -4.459 2.737
H 0.630 -2.753 3.256
H -0.265 -1.791 1.277
H -1.242 -3.032 0.970
H 0.524 -4.381 0.441
H -0.193 -3.301 -1.243
H 1.604 -3.394 -1.396
H 1.794 -0.995 -0.976
H -0.008 -0.799 -0.482
H 1.105 0.881 -2.593
H -0.517 0.777 -2.001
H -0.196 0.262 -3.628
C -4.773 -4.736 5.493
O -5.751 -3.682 5.696
C -6.234 -2.974 4.517
C -5.198 -1.906 4.228
N -4.752 -2.141 2.865
C -4.010 -0.925 2.325
C -3.399 -1.338 1.024
O -2.258 -0.531 0.560
C -2.621 0.729 0.212
H -4.980 -5.058 4.550
H -4.827 -5.517 6.161
H -3.751 -4.335 5.539
H -7.144 -2.586 4.820
H -6.500 -3.588 3.686
H -4.286 -1.926 4.754
H -5.623 -1.017 4.292
H -4.266 -2.976 2.955
H -3.225 -0.798 3.067
H -4.719 -0.075 2.201
H -4.166 -1.410 0.246
H -3.112 -2.335 1.000
H -2.676 1.134 1.208
H -3.450 0.853 -0.534
H -1.815 1.208 -0.144
C 4.092 0.465 -1.772
O 5.149 0.427 -2.628
C 5.079 1.323 -3.650
C 4.173 0.564 -4.654
N 4.194 1.155 -5.989
C 5.211 0.416 -6.746
C 5.139 0.767 -8.232
O 6.278 0.146 -8.788
C 6.517 0.619 -10.079
H 3.049 0.192 -2.153
H 3.989 1.398 -1.205
H 4.404 -0.234 -1.055
H 6.153 1.515 -4.009
H 4.730 2.345 -3.397
H 3.120 0.688 -4.355
H 4.311 -0.532 -4.572
H 3.243 0.943 -6.342
H 5.120 -0.678 -6.505
H 6.199 0.731 -6.427
H 5.212 1.918 -8.338
H 4.189 0.309 -8.557
H 6.036 -0.042 -10.845
H 7.636 0.489 -10.326
H 6.367 1.698 -10.183
C -2.620 3.463 -3.812
C -3.378 2.968 -2.559
C -4.016 3.860 -1.582
O -4.190 1.855 -2.748
H -1.655 3.706 -3.489
H -3.009 4.304 -4.315
H -2.464 2.606 -4.437
H -2.525 2.594 -1.963
H -3.346 4.468 -1.057
H -4.638 3.253 -0.921
H -4.610 4.544 -2.065
H -3.713 1.296 -3.368
C 0.034 3.084 0.493
C 1.200 2.462 -0.240
C 1.478 3.198 -1.542
O 2.397 2.643 0.450
H 0.019 4.123 0.820
H -0.270 2.509 1.315
H -0.823 3.149 -0.101
H 0.969 1.505 -0.569
H 0.543 3.388 -2.003
H 2.151 2.783 -2.187
H 1.717 4.241 -1.253
H 2.243 2.325 1.304
```



Computed, not measured: a 6-piece molecular cluster, C30H76N4O6S2 overall, with ωB97M-V with the def2-TZVPD basis set.

Properties
**<S²>**: 0.7544
**2S+1**: 2
**Total charge**: +1
**Electronic energy**: -2654.94997 a.u.

```
118
C30H76N4O6S2 (ωB97M-V with the def2-TZVPD basis set)
C 1.445 1.776 4.478
C 1.008 2.351 5.839
N 1.162 1.261 6.968
C 0.178 0.229 6.731
C 0.973 -1.139 6.924
C 1.065 1.833 8.284
C 2.190 2.734 8.757
H 2.287 2.416 4.214
H 0.571 1.854 3.832
H 1.742 0.727 4.503
H 1.672 3.168 6.120
H -0.029 2.685 5.808
H -0.658 0.273 7.429
H -0.164 0.261 5.696
H 1.505 -1.249 7.868
H 0.245 -1.946 6.997
H 1.705 -1.329 6.138
H 1.079 1.050 9.042
H 0.134 2.392 8.374
H 2.668 3.254 7.927
H 3.037 2.125 9.074
H 1.921 3.387 9.587
C -0.968 5.776 -2.262
C 0.190 4.897 -2.385
N 0.736 5.068 -3.701
C 2.192 4.726 -3.730
C 2.395 3.167 -3.666
C -0.090 4.350 -4.686
C 0.418 4.491 -6.123
H -0.764 6.818 -2.508
H -1.210 5.749 -1.200
H -1.791 5.470 -2.908
H 0.922 5.030 -1.588
H -0.075 3.842 -2.316
H 2.730 5.198 -4.552
H 2.801 5.197 -2.959
H 2.059 2.622 -4.548
H 3.450 2.971 -3.857
H 2.097 2.777 -2.693
H -1.045 4.841 -4.874
H -0.328 3.308 -4.474
H 0.701 5.527 -6.310
H -0.397 4.159 -6.766
H 1.267 3.895 -6.460
C 2.947 -4.278 0.277
C 3.040 -2.811 -0.184
N 3.610 -1.942 0.834
C 3.212 -2.056 2.235
C 1.685 -1.801 2.519
C 3.455 -0.503 0.386
C 4.246 -0.383 -0.870
H 3.975 -4.627 0.375
H 2.563 -4.870 -0.554
H 2.324 -4.306 1.171
H 3.659 -2.773 -1.081
H 2.014 -2.512 -0.398
H 3.463 -3.046 2.616
H 3.868 -1.330 2.717
H 1.430 -1.391 3.497
H 1.241 -1.247 1.692
H 1.211 -2.780 2.592
H 3.709 0.318 1.056
H 2.400 -0.368 0.148
H 3.646 -0.724 -1.713
H 5.139 -0.995 -0.744
H 4.591 0.638 -1.032
C -2.351 -1.555 -5.682
C -1.870 -2.792 -4.877
N -0.605 -2.581 -4.037
C -0.198 -3.863 -3.377
C -0.980 -3.917 -2.067
C 0.478 -2.187 -4.922
C 1.687 -1.501 -4.136
H -3.373 -1.675 -6.041
H -1.786 -1.485 -6.611
H -2.400 -0.645 -5.083
H -2.666 -2.969 -4.154
H -1.835 -3.748 -5.399
H 0.866 -3.913 -3.148
H -0.283 -4.657 -4.119
H -2.027 -4.039 -2.343
H -0.994 -3.040 -1.419
H -0.601 -4.746 -1.469
H 0.990 -3.028 -5.389
H 0.126 -1.451 -5.646
H 2.645 -1.636 -4.639
H 1.418 -0.445 -4.151
H 1.727 -1.795 -3.087
O 0.316 1.668 -0.005
S -0.919 0.969 -0.156
O -1.179 -0.094 0.823
O -2.132 2.126 -0.026
C -2.165 2.810 1.166
C -3.270 2.180 2.098
C -1.388 0.463 -1.865
H -2.355 3.873 1.016
H -1.206 2.673 1.665
H -4.204 2.134 1.539
H -3.500 2.960 2.824
H -2.958 1.228 2.530
H -0.677 -0.233 -2.311
H -1.472 1.406 -2.406
H -2.374 -0.002 -1.864
O -5.164 -3.491 -2.587
S -4.736 -3.997 -1.269
O -3.958 -5.282 -1.228
O -3.783 -2.821 -0.524
C -3.126 -3.056 0.723
C -3.807 -2.184 1.824
C -6.185 -4.246 -0.055
H -2.064 -2.821 0.790
H -3.264 -4.106 0.984
H -4.095 -1.287 1.276
H -3.050 -1.763 2.486
H -4.581 -2.745 2.347
H -6.427 -3.239 0.285
H -5.711 -4.869 0.703
H -6.989 -4.791 -0.550
```



> The highest electronic energy belongs to which entry?

C30H76N4O10



> Look up the total charge of the first one.

0